{"formula": "C14H36N4O10P3", "method": "wB97M-V/def2-TZVPD", "orbital_gap_ev": 8.29, "e_lumo_ev": -3.29, "spin_multiplicity": 1, "total_charge": 1, "fmax_ev_per_a": 8.87, "molar_mass_g_mol": 513.382, "symbols": ["O", "P", "O", "N", "C", "N", "C", "N", "N", "H", "H", "H", "H", "H", "H", "O", "P", "O", "C", "C", "O", "C", "C", "O", "C", "C", "H", "H", "H", "H", "H", "H", "H", "H", "H", "H", "H", "H", "H", "H", "H", "O", "P", "O", "C", "C", "O", "C", "C", "O", "C", "C", "H", "H", "H", "H", "H", "H", "H", "H", "H", "H", "H", "H", "H", "H", "H"], "coordinates": [[3.02855, 2.42922, 4.41258], [3.14761, 1.26072, 3.24893], [2.32599, -0.00838, 3.91434], [4.84675, 0.73646, 3.40199], [5.21303, -0.45023, 2.92249], [4.40941, -1.32382, 2.27690], [5.21262, -2.37049, 1.99971], [6.41845, -2.13749, 2.47048], [6.48696, -0.92115, 3.04399], [2.46820, 3.13418, 4.04919], [1.53683, -0.18903, 3.37637], [5.56141, 1.30655, 3.84244], [4.81941, -3.23439, 1.46186], [7.18108, -2.80296, 2.39557], [7.30988, -0.53545, 3.48772], [-1.73881, -0.30663, 1.92957], [-2.54813, 0.44730, 2.96228], [-4.01156, -0.25109, 2.67924], [-4.19042, -1.62638, 3.00351], [-4.04772, -1.88590, 4.49142], [-2.68470, 1.82378, 2.05537], [-1.55928, 2.29674, 1.30978], [-1.76644, 2.04106, -0.16853], [-3.14819, 1.27988, 4.27287], [-4.15276, 2.30080, 4.20744], [-5.56849, 1.76790, 4.12873], [-3.48488, -2.23749, 2.43404], [-5.19564, -1.89870, 2.67912], [-3.01828, -1.70671, 4.82271], [-4.30682, -2.91852, 4.72935], [-4.68963, -1.22022, 5.06784], [-0.63400, 1.83526, 1.66176], [-1.47551, 3.37169, 1.49071], [-2.03264, 1.00261, -0.36239], [-0.86556, 2.28150, -0.73615], [-2.58838, 2.65203, -0.54711], [-3.96112, 3.02154, 3.41662], [-4.05287, 2.85608, 5.14349], [-5.80799, 1.41515, 3.12642], [-6.27809, 2.56231, 4.36926], [-5.71952, 0.93995, 4.82179], [0.24793, 0.57402, -2.76554], [0.14628, -0.43815, -3.87648], [1.73139, -0.87217, -4.00764], [2.34377, -1.55028, -2.92082], [1.70990, -2.90479, -2.65924], [0.03350, 0.64867, -5.11139], [-0.74211, 1.83968, -4.93770], [0.17399, 3.03722, -4.78572], [-0.35585, -1.65498, -4.88590], [-0.02521, -1.75173, -6.27598], [1.34487, -2.34017, -6.54455], [2.30560, -0.92503, -2.02318], [3.39515, -1.68297, -3.18430], [0.68040, -2.79247, -2.30385], [2.27271, -3.45533, -1.90270], [1.67051, -3.50033, -3.57079], [-1.41541, 1.74881, -4.08454], [-1.36232, 1.95921, -5.82888], [0.92688, 2.86795, -4.01571], [-0.39526, 3.93269, -4.52874], [0.71213, 3.22419, -5.71688], [-0.15570, -0.80809, -6.79991], [-0.77176, -2.42908, -6.69762], [2.13481, -1.61077, -6.36840], [1.41833, -2.64923, -7.58924], [1.53669, -3.20455, -5.90799]]}

{"formula": "C14H36NO2S", "method": "wB97M-V/def2-TZVPD", "orbital_gap_ev": 9.12, "e_lumo_ev": -4.02, "spin_multiplicity": 1, "total_charge": 1, "fmax_ev_per_a": 4.50, "molar_mass_g_mol": 282.514, "symbols": ["C", "O", "C", "N", "O", "S", "H", "H", "H", "H", "H", "H", "H", "H", "C", "C", "C", "C", "C", "C", "H", "H", "H", "H", "H", "H", "H", "H", "H", "H", "H", "H", "H", "H", "C", "C", "C", "C", "C", "C", "H", "H", "H", "H", "H", "H", "H", "H", "H", "H", "H", "H", "H", "H"], "coordinates": [[4.06084, -3.10218, 0.97407], [3.61418, -4.34229, 0.31969], [2.21917, -4.67822, 0.64629], [1.19041, -3.67605, 0.16941], [0.44727, -4.28750, -0.78607], [0.10840, -3.34245, 1.51491], [3.17712, -2.46821, 1.45786], [4.50981, -2.41507, 0.10783], [4.85275, -3.25367, 1.82959], [1.94157, -5.75563, 0.21348], [2.07861, -4.75951, 1.82661], [1.57937, -2.81160, -0.26709], [0.74291, -3.84628, -1.64018], [-0.40183, -2.02963, 1.42738], [-4.80245, 2.34604, 2.63104], [-3.46963, 2.78679, 3.21585], [-2.44712, 3.18854, 2.14992], [-2.03508, 2.07061, 1.18435], [-1.44926, 0.82009, 1.84470], [-0.15967, 1.09286, 2.60385], [-4.69533, 1.45643, 2.00353], [-5.50420, 2.10072, 3.43590], [-5.24577, 3.14451, 2.02776], [-3.06741, 1.99150, 3.85359], [-3.64448, 3.64699, 3.87248], [-1.55681, 3.58628, 2.65087], [-2.85584, 4.02017, 1.56192], [-1.30044, 2.47842, 0.47894], [-2.89946, 1.77562, 0.57837], [-1.24279, 0.07936, 1.06306], [-2.18125, 0.36135, 2.51683], [0.60421, 1.50737, 1.93751], [0.23171, 0.16178, 3.02828], [-0.31543, 1.79249, 3.42925], [3.13005, -0.44946, -2.47287], [2.35202, 0.80090, -2.09347], [0.96717, 0.49708, -1.51639], [0.00368, -0.21943, -2.47041], [-0.26719, 0.50529, -3.79119], [-0.93357, 1.85986, -3.60454], [2.62395, -1.01913, -3.25772], [4.12186, -0.17603, -2.84967], [3.26637, -1.10144, -1.60433], [2.26885, 1.46025, -2.96487], [2.92782, 1.35559, -1.34350], [0.51533, 1.43649, -1.17703], [1.08545, -0.11990, -0.61653], [-0.94802, -0.37358, -1.94686], [0.38850, -1.22150, -2.69212], [-0.92368, -0.12390, -4.40390], [0.65988, 0.62719, -4.36015], [-1.88887, 1.75481, -3.07947], [-1.13260, 2.31920, -4.57903], [-0.30103, 2.54812, -3.03778]]}

{"formula": "C14H37AuO2Si3", "method": "wB97M-V/def2-TZVPD", "orbital_gap_ev": 8.97, "e_lumo_ev": 0.65, "spin_multiplicity": 1, "total_charge": 0, "fmax_ev_per_a": 0.92, "de_lowest_ev": 0.3089, "molar_mass_g_mol": 518.673, "symbols": ["Au", "C", "O", "Si", "C", "C", "C", "Si", "C", "C", "C", "Si", "C", "C", "C", "H", "H", "H", "H", "H", "H", "H", "H", "H", "H", "H", "H", "H", "H", "H", "H", "H", "H", "H", "H", "H", "H", "H", "H", "H", "H", "H", "C", "C", "O", "C", "C", "H", "H", "H", "H", "H", "H", "H", "H", "H", "H"], "coordinates": [[-0.07124, -0.80477, 0.50685], [0.30160, 3.01097, -0.92971], [0.48315, 1.62839, -0.86088], [1.23719, 0.70505, -2.01885], [0.37067, 0.99513, -3.69744], [2.98138, 1.41190, -2.36257], [1.12825, -1.02142, -1.24194], [2.80989, -1.63648, -0.58582], [4.21054, -1.85490, -1.88040], [3.44827, -0.50485, 0.82524], [2.72908, -3.39706, 0.15900], [0.08682, -2.24301, -2.26794], [-0.31068, -3.89905, -1.39162], [0.94561, -2.79047, -3.89107], [-1.66310, -1.55340, -2.67471], [1.25694, 3.53220, -1.02701], [-0.18376, 3.33232, -0.00762], [-0.33084, 3.28016, -1.77950], [0.52145, 2.01685, -4.03652], [-0.69654, 0.82390, -3.64639], [0.77274, 0.33987, -4.46054], [2.92167, 2.45268, -2.67673], [3.46414, 0.86182, -3.16422], [3.62837, 1.36832, -1.49368], [4.71267, -0.93068, -2.13897], [3.81886, -2.28415, -2.79626], [4.96390, -2.54106, -1.50084], [3.29422, 0.53978, 0.57771], [4.50856, -0.64934, 1.01773], [2.92022, -0.69647, 1.75644], [2.72963, -4.13946, -0.63226], [1.83979, -3.54758, 0.76045], [3.59463, -3.58698, 0.78466], [0.58726, -4.39350, -1.05093], [-0.81617, -4.57470, -2.07397], [-0.96135, -3.76094, -0.53593], [1.84664, -3.35061, -3.65967], [1.23644, -1.95379, -4.51681], [0.30613, -3.43975, -4.48339], [-1.85211, -0.62155, -2.14984], [-2.43927, -2.25425, -2.37818], [-1.79069, -1.36482, -3.73494], [-2.20482, 1.13280, 2.49850], [-2.75037, -0.26924, 2.29160], [-1.68360, -1.20502, 2.30657], [-2.12578, -2.55310, 2.28025], [-0.94758, -3.48978, 2.48265], [-3.02663, 1.84259, 2.54355], [-1.53987, 1.39701, 1.67885], [-1.64321, 1.17970, 3.42836], [-3.28698, -0.33486, 1.33397], [-3.45495, -0.52222, 3.09679], [-2.61570, -2.76661, 1.31846], [-2.86367, -2.69515, 3.08327], [-0.19194, -3.29326, 1.72530], [-1.28786, -4.51742, 2.38649], [-0.50318, -3.34392, 3.46295]]}